144
Properties=species:S:1:pos:R:3:forces:R:3 method="wB97M-V/def2-TZVPD" relative_energy_kj_mol=529.9 gap_ev=10.185 smiles=CCCC#N.CCCC#N.CCCC#N.CCCC#N.CCCC#N.CCCC#N.CCCC#N.CCCC#N.CCCC#N.CCCC#N.CCCC#N.CCCC#N total_charge=0 fmax_ev_per_a=6.6
C -3.0158 26.1960 10.6951 0.5 -1.6 0.6
C -3.7154 25.8656 9.3766 0.1 1.1 0.3
C -3.4686 24.4353 8.8741 -0.3 0.8 -0.9
C -2.0676 24.0037 8.8641 -0.7 -0.2 0.5
N -0.9924 23.6066 8.8501 0.3 0.1 0.0
H -3.5423 26.8443 11.3904 0.0 0.3 -0.3
H -1.9718 26.4916 10.5828 -0.2 0.5 -0.3
H -2.8765 25.2406 11.2177 -0.3 0.1 0.3
H -3.4242 26.6563 8.6816 0.1 -0.4 -0.5
H -4.7900 26.0147 9.4897 0.0 -0.3 0.0
H -3.7762 24.3630 7.8271 -0.1 0.0 0.0
H -4.1533 23.7633 9.3880 0.5 -0.3 0.2
C -0.8660 15.9750 9.9329 1.4 -0.2 0.0
C -2.2469 16.2443 10.4647 -0.1 0.0 -0.3
C -3.2902 16.3407 9.3645 -1.3 -0.9 -0.9
C -3.3633 15.1563 8.4628 0.6 0.5 0.3
N -3.4053 14.2402 7.7717 -0.1 0.0 0.1
H -0.1533 15.8462 10.7524 -0.2 0.2 0.2
H -0.4786 16.8257 9.3672 -1.0 -1.4 0.3
H -0.6613 15.0843 9.3343 -0.8 -0.2 -0.2
H -2.2181 17.2372 10.9185 -0.1 -0.2 0.4
H -2.5016 15.4884 11.2070 -0.3 0.1 0.0
H -3.1880 17.2329 8.7448 0.4 -0.1 -0.1
H -4.3322 16.3905 9.6970 0.2 0.2 0.6
C -2.5859 21.8121 11.6511 -0.8 -0.7 -0.2
C -3.0437 20.3769 11.3384 0.2 0.5 0.2
C -2.7122 19.9940 9.8934 -0.3 -0.6 0.1
C -3.3354 20.8195 8.8420 0.1 -0.3 0.4
N -3.8364 21.4245 8.0032 0.1 0.0 0.1
H -3.2344 22.4661 11.0658 0.3 0.3 0.0
H -1.5452 21.9314 11.3561 0.0 0.2 0.1
H -2.7437 22.0592 12.7002 0.2 0.0 0.0
H -4.1111 20.2419 11.5276 -0.1 0.2 -0.2
H -2.5708 19.6642 12.0175 0.3 0.0 -0.3
H -3.0668 18.9708 9.7590 0.0 0.1 -0.3
H -1.6386 19.9614 9.7045 -0.3 0.1 0.2
C 1.8849 20.6094 5.1228 0.1 0.8 0.3
C 2.1560 19.1936 4.6664 0.1 0.0 0.3
C 3.1703 19.1491 3.5053 0.0 -0.7 0.3
C 2.6761 19.7804 2.2795 0.1 0.1 0.2
N 2.2756 20.2856 1.3304 0.0 0.0 0.0
H 2.7765 21.1172 5.5018 0.2 -0.3 0.1
H 1.1677 20.6456 5.9444 -0.1 -0.2 -0.1
H 1.5262 21.2912 4.3477 -0.2 -0.4 -0.2
H 1.2111 18.6928 4.4474 0.3 0.2 -0.5
H 2.5274 18.6505 5.5380 0.5 -0.1 -0.1
H 3.4601 18.1251 3.2545 -0.3 -0.1 -0.1
H 4.1264 19.5762 3.8141 -0.1 0.5 -0.1
C 4.6684 17.8498 7.8819 0.8 0.2 -0.6
C 5.7912 17.6431 6.8282 -0.4 -1.1 0.8
C 6.8445 18.7660 6.7996 -0.4 -0.7 -0.3
C 7.7357 18.7659 7.9518 -0.3 0.2 0.5
N 8.4182 18.7889 8.8740 0.0 -0.1 0.0
H 5.0069 17.7757 8.9158 0.4 0.2 -0.1
H 3.8946 17.0900 7.7831 -0.1 0.3 -0.2
H 4.3057 18.8617 7.6945 -0.5 -0.1 0.3
H 5.3322 17.4865 5.8490 0.0 0.6 -0.2
H 6.2226 16.6534 7.0030 0.5 0.2 0.2
H 6.2887 19.7022 6.7426 0.4 0.3 -0.1
H 7.5093 18.6400 5.9436 -0.3 0.2 -0.2
C -1.9322 19.0320 14.7290 -0.2 -0.1 0.2
C -3.3631 18.5302 14.5565 0.0 0.1 1.0
C -4.3907 19.6207 14.9313 -0.2 -0.1 -0.4
C -4.1290 20.2194 16.2427 0.3 0.2 -0.2
N -3.9181 20.7172 17.2553 0.0 -0.1 0.0
H -1.7852 19.9130 14.1022 0.3 0.0 0.0
H -1.2028 18.2691 14.4674 0.0 0.1 -0.2
H -1.7518 19.3121 15.7675 0.0 0.1 0.0
H -3.5868 17.7387 15.2756 0.4 -0.4 -0.2
H -3.4903 18.1327 13.5504 -0.4 0.2 0.0
H -5.4050 19.2248 15.0172 0.0 -0.2 -0.3
H -4.4197 20.4051 14.1722 0.0 0.2 0.1
C 0.3444 20.6131 8.6347 0.7 0.4 -1.0
C 1.4660 19.6362 8.9992 -0.3 0.8 0.6
C 0.9083 18.3168 9.5263 1.0 0.0 -0.2
C 0.3256 18.4242 10.8630 0.2 0.3 -0.1
N -0.1451 18.5438 11.9040 0.0 0.0 0.0
H -0.2185 21.0729 9.4451 0.3 -0.3 0.2
H -0.3276 20.1248 7.9242 0.0 0.3 0.4
H 0.7844 21.4645 8.1105 0.0 0.1 0.0
H 2.1210 20.1218 9.7278 -0.1 -0.2 0.4
H 2.1604 19.4910 8.1710 -0.5 -0.4 -0.4
H 1.6939 17.5565 9.5352 0.0 0.1 0.3
H 0.1608 17.8624 8.8717 0.7 1.4 -0.1
C 2.3036 12.8777 5.8992 -0.1 1.2 -0.2
C 3.3750 13.8336 5.3454 0.3 -0.1 0.4
C 2.8480 15.2054 4.8586 -1.0 -0.5 0.3
C 2.1693 15.9140 5.9474 3.8 -0.5 1.9
N 1.6568 16.4877 6.8012 6.0 -0.9 2.5
H 2.7191 12.1303 6.5706 0.1 -0.2 -0.3
H 1.7379 12.4398 5.0788 -0.1 -0.2 0.2
H 1.6364 13.4962 6.5058 -0.3 -0.3 0.1
H 3.9005 13.3568 4.5187 0.2 0.1 0.0
H 4.0801 14.0240 6.1569 0.2 0.0 -0.2
H 2.0946 15.0390 4.0850 0.0 0.1 -0.3
H 3.6146 15.8730 4.4678 0.1 -0.2 0.0
C -2.3523 15.5859 4.9604 0.2 -0.3 -0.8
C -0.9729 16.1196 4.5928 -0.3 -0.1 0.1
C -0.0965 16.5121 5.7887 -4.4 1.1 -1.8
C -0.7016 17.5249 6.6713 -0.7 -0.2 -0.8
N -1.2290 18.3086 7.3276 -0.2 -0.3 -0.2
H -2.8751 16.2446 5.6511 0.0 -0.2 0.2
H -2.2612 14.5564 5.3047 -0.2 0.2 0.7
H -2.9710 15.4890 4.0660 0.0 0.2 -0.1
H -1.0393 16.9477 3.8893 0.1 0.1 0.1
H -0.4060 15.3238 4.1044 0.0 0.0 -0.2
H 0.8367 16.9741 5.4600 -2.7 0.5 -1.2
H 0.1500 15.6751 6.4457 -1.6 -0.1 -0.8
C 2.6312 14.9058 9.9947 0.2 -0.3 -0.1
C 4.0187 15.3018 10.5256 -1.2 -0.4 -0.5
C 4.5688 14.2737 11.5110 0.5 0.3 -0.3
C 3.6220 13.8658 12.5491 0.3 0.2 0.1
N 2.8809 13.5414 13.3628 -0.1 0.0 0.0
H 2.6602 13.9147 9.5319 0.2 0.0 -0.1
H 2.2790 15.5911 9.2232 -0.1 0.0 0.1
H 1.8879 14.8015 10.7846 0.0 0.3 0.1
H 3.9604 16.2877 10.9869 0.1 0.0 0.0
H 4.6975 15.3361 9.6719 0.2 0.2 0.2
H 5.4751 14.7343 11.9077 -0.1 -0.4 0.6
H 4.8931 13.3786 10.9772 -0.1 -0.1 0.0
C 3.0398 23.7917 6.6134 0.5 1.2 -0.6
C 3.7388 25.1791 6.6630 -0.8 -1.1 -0.1
C 4.6680 25.2062 7.8695 0.2 1.0 0.3
C 5.7817 24.2636 7.7395 -0.3 -0.2 0.1
N 6.6365 23.5121 7.5898 0.0 0.0 0.0
H 2.5489 23.6580 7.5768 0.3 -0.6 0.1
H 3.8208 23.0892 6.3268 -0.4 -0.6 0.4
H 2.2470 23.7984 5.8650 0.1 -0.1 -0.1
H 2.8955 25.8667 6.7262 0.5 0.6 0.3
H 4.3184 25.3683 5.7602 -0.2 0.1 -0.1
H 4.1016 25.0531 8.7898 0.1 -0.4 0.0
H 5.1304 26.1855 8.0231 0.0 0.1 -0.2
C -1.2278 23.3482 3.9927 -0.1 -0.7 0.5
C -1.0818 22.5932 5.3302 0.8 0.4 -0.9
C -1.6927 21.2054 5.3309 0.2 -0.5 0.7
C -1.0837 20.2369 4.4131 -0.5 0.3 -0.6
N -0.6268 19.4518 3.7084 -0.4 0.1 0.0
H -0.9201 22.6524 3.2101 0.0 0.2 -0.2
H -0.5668 24.2129 3.9852 -0.1 0.1 -0.1
H -2.2595 23.6438 3.8020 0.0 0.1 0.0
H -1.4340 23.1761 6.1791 -0.1 -0.1 0.0
H -0.0037 22.4531 5.4478 -0.1 0.1 0.4
H -2.7768 21.2317 5.2231 0.0 -0.2 -0.1
H -1.4562 20.7372 6.2923 -0.5 0.2 0.2